106
Properties=species:S:1:pos:R:3:forces:R:3:lowdin_charge:R:1 method="wB97M-V/def2-TZVPD" homo_energy_ev=-8.19 total_charge=0 smiles="C[C@@H]1NC(=O)[C@H](S)[C@@]1(P(N)O)P(O)O.NC(N)=O.NC(N)=O.NC(N)=O.NC(N)=O.NC(N)=O.NC(N)=O.NC(N)=O.NC(N)=O.NC(N)=O.NC(N)=O" homo_lumo_gap_ev=8.32
S -0.09250 0.78000 -1.85965 0.2 -0.1 0.0 0.80
P -3.16820 1.45921 -0.09644 -1.0 0.4 0.3 0.89
P -4.48143 -0.03720 -2.27035 -0.9 -2.8 -1.0 0.87
O 1.23823 -2.63843 -0.42015 0.0 -0.4 0.1 -0.01
O -1.40409 7.84264 -2.95662 -0.1 0.0 0.2 0.01
O -3.17260 -3.84687 3.07967 -0.1 0.1 0.0 0.02
O 9.64192 -6.35742 -1.78625 0.0 -0.2 0.1 0.01
O -5.72468 0.14923 -1.20026 0.7 1.3 -0.7 -0.32
O -6.02668 -5.74287 1.09596 0.1 -0.1 0.0 0.01
O -1.72850 -1.29148 -4.29365 0.7 -0.3 -2.5 0.12
O -2.86421 7.57848 5.13474 0.0 0.1 0.0 0.01
O -2.09054 1.28472 1.18045 0.5 0.4 -0.7 -0.34
O -4.49224 1.16702 -3.41038 0.1 0.6 1.1 -0.28
O 0.52822 -0.88533 3.69004 0.2 -0.3 0.1 0.03
O 5.02950 -2.10289 1.27991 0.3 0.0 0.2 -0.01
O -4.82151 6.00306 0.49306 0.0 0.2 0.2 -0.02
O 7.43993 -1.83370 -2.32524 -0.1 0.0 0.1 0.00
N 3.60721 -0.81509 2.48327 0.2 0.1 -0.1 0.18
N 7.22969 -3.03385 -0.41100 -0.1 0.2 0.0 0.15
N 11.72876 -5.82603 -1.07837 -0.1 0.1 0.1 0.16
N 11.35029 -7.76500 -2.26280 -0.1 -0.1 -0.1 0.16
N -7.47093 -4.58868 2.40377 -0.1 -0.1 0.1 0.15
N 8.53984 -3.81316 -2.13353 0.0 0.2 0.2 0.15
N 3.40712 -2.34351 -1.00467 -0.6 0.0 -0.3 0.18
N 3.76771 -3.06831 2.89940 0.2 -0.1 0.0 0.17
N -3.34615 6.50013 3.19734 0.0 -0.1 -0.1 0.16
N -2.59721 2.93174 -0.86386 0.3 -1.1 0.7 -0.17
N -1.14858 -3.59387 2.08902 0.1 -0.6 1.0 0.13
N -1.36731 7.63229 -5.20982 0.1 -0.1 0.0 0.16
N 2.33528 -4.32583 -1.46978 -0.2 -0.2 0.0 0.16
N -6.98788 -3.86322 0.27110 0.0 0.0 -0.1 0.15
N -4.74339 8.14023 3.99274 -0.2 0.2 0.0 0.15
N -2.22669 -1.96834 -2.17006 -0.2 0.3 0.2 0.09
N -4.20464 8.03866 -0.30786 -0.2 0.2 0.1 0.16
N 1.82314 0.64576 4.75776 0.2 -0.2 0.0 0.15
N -2.90767 6.19325 -0.71049 0.2 -0.2 0.1 0.17
N 0.25734 1.30293 3.20141 -0.1 -0.1 -0.2 0.17
N -2.63264 -5.18303 1.32703 -0.3 -0.2 0.0 0.16
N -2.32714 9.47938 -4.22761 -0.1 0.1 0.1 0.15
C 7.71872 -2.82797 -1.66628 0.2 -0.1 -0.2 -0.70
C 0.84453 0.27669 3.87308 -0.2 0.4 0.1 -0.69
C 4.19258 -2.00075 2.16455 -0.2 0.0 0.2 -0.67
C -2.81892 0.12252 -1.34610 0.8 1.3 0.6 -0.63
C -2.55481 -1.34419 -0.88045 0.5 0.5 -0.3 -0.36
C 2.26248 -3.07282 -0.93291 0.7 0.3 -0.1 -0.65
C -6.77902 -4.79544 1.24706 0.0 0.2 0.0 -0.68
C -1.77094 0.33730 -2.44785 -0.9 0.3 0.3 -0.57
C -4.02516 6.69580 -0.13669 0.2 -0.1 -0.3 -0.69
C -1.87861 -1.04336 -3.15505 0.1 0.2 2.8 -0.55
C -3.59788 7.41486 4.17314 0.1 -0.1 0.0 -0.69
C 10.83048 -6.63160 -1.71319 0.2 0.0 0.0 -0.66
C -1.39038 -1.63967 0.07334 -0.9 0.2 0.1 -0.08
C -2.37214 -4.18581 2.22533 0.3 0.0 0.1 -0.69
C -1.68206 8.28930 -4.05946 0.0 0.0 -0.1 -0.67
H 7.44373 -3.84248 0.13985 0.0 0.0 0.0 0.09
H -3.51476 -1.65342 -0.45048 0.2 -0.7 -0.1 0.13
H -7.59862 -3.07569 0.37483 0.0 0.0 0.0 0.09
H 0.50364 2.26802 3.31460 0.0 0.0 0.1 0.10
H -0.26027 0.66016 -0.52396 -0.1 -0.1 -0.4 -0.13
H -2.73822 5.20446 -0.60679 -0.1 -0.1 0.0 0.05
H -1.99804 2.14591 1.61572 -0.3 -0.1 0.0 0.05
H 2.91292 -0.71585 3.20091 -0.1 -0.1 -0.2 0.04
H -4.89379 0.79630 -4.20522 0.1 0.0 0.1 0.05
H -0.91881 -2.85181 2.72919 0.1 0.0 -0.1 0.09
H -6.49158 -3.98474 -0.59196 0.0 0.0 0.0 0.10
H -5.02209 8.45118 0.10091 0.0 0.0 0.0 0.10
H -0.47983 -3.85488 1.38904 0.1 0.0 0.1 0.08
H 1.50763 -4.89064 -1.43171 0.0 0.0 0.0 0.10
H -2.57144 9.99075 -3.40041 0.0 0.0 0.0 0.10
H 11.37708 -4.98130 -0.66500 0.0 0.0 0.0 0.11
H 2.28000 -0.08469 5.27294 -0.1 0.1 0.1 0.11
H -3.94246 6.35799 2.39782 -0.1 -0.1 -0.1 0.05
H -3.52986 -5.63832 1.39090 -0.1 0.1 -0.1 0.08
H -2.07102 1.17179 -3.07772 0.1 -0.3 -0.4 0.07
H -0.39749 -1.49082 -0.35784 -0.6 0.2 0.1 0.02
H 4.17363 -3.96097 2.68921 0.0 0.0 0.0 0.10
H 3.16265 -4.70155 -1.89241 0.0 0.1 0.0 0.10
H -1.98749 -5.47303 0.61774 0.0 0.0 0.0 0.09
H -4.96703 8.82509 4.69013 0.0 0.0 0.0 0.10
H -0.46027 1.03700 2.54806 0.0 0.0 -0.1 0.06
H -1.66263 -2.80446 -2.12246 -0.2 -0.1 -0.2 0.15
H 6.61852 -2.33245 -0.02690 -0.1 -0.1 0.2 0.05
H 12.32048 -8.01102 -2.21667 0.0 0.0 0.0 0.10
H -5.85067 1.08286 -0.95150 0.0 -0.2 0.4 0.03
H -2.24978 6.75251 -1.22853 -0.1 0.1 -0.1 0.06
H 4.25839 -2.67894 -1.41505 0.1 0.0 0.1 0.10
H -7.33533 -5.25325 3.14273 0.1 0.0 0.0 0.10
H -1.51171 -1.10900 1.02059 0.1 0.0 -0.1 0.07
H -2.93608 2.87143 -1.82408 0.2 0.4 -0.1 0.03
H -1.57573 2.89167 -0.85345 0.0 0.1 -0.6 0.01
H -8.09131 -3.81597 2.55040 0.1 0.0 0.0 0.09
H 3.07490 -3.00366 3.62216 -0.1 0.0 -0.1 0.10
H -0.89136 6.75330 -5.12043 0.0 0.0 0.0 0.11
H 3.89155 -0.00720 1.96114 0.0 0.0 0.0 0.11
H -3.56440 8.61867 -0.81695 0.1 -0.1 0.0 0.09
H 8.91590 -3.69429 -3.05530 0.0 0.0 0.0 0.10
H 3.38814 -1.41940 -0.61417 0.1 -0.1 0.0 0.10
H -5.35903 8.01672 3.21109 0.0 -0.1 0.0 0.09
H -1.47169 -2.69831 0.33488 -0.1 0.6 -0.5 0.04
H -2.51655 5.94693 3.29504 0.0 0.0 0.0 0.10
H 12.70694 -6.03150 -1.00779 0.0 0.0 0.0 0.10
H 2.09755 1.59667 4.91823 0.0 0.0 0.0 0.10
H -1.58380 7.97802 -6.12512 0.0 0.0 0.0 0.10
H -2.56320 9.86203 -5.12322 0.0 0.0 0.0 0.10
H 10.71322 -8.37800 -2.73739 0.0 0.0 0.0 0.11
H 8.78381 -4.64130 -1.61194 0.0 0.0 -0.3 0.04